A structure of composition C18H38N4O10V, computed with ωB97M-V with the def2-TZVPD basis set.

Values from the calculation:
E_HOMO   -4.5 eV
HOMO-LUMO gap   0.093 hartree
Net charge   -1
Relative energy (zero: lowest compared OMol25 entry of this formula, charge and spin)   204.6 kcal/mol

Geometry as XYZ:
```
71
Properties=species:S:1:pos:R:3:mulliken_charge:R:1
O 0.764 0.936 0.489 -0.63
V 1.822 0.365 -0.541 1.79
O 3.214 0.259 0.148 -0.56
N -0.647 -2.687 -4.938 1.11
O -0.704 -3.842 -4.620 -0.61
O -0.301 -1.974 -4.009 -0.65
O -0.820 -2.278 -6.021 -0.66
N 1.848 -4.773 -0.280 1.04
O 1.477 -3.833 0.404 -0.63
O 1.425 -5.887 -0.152 -0.59
O 2.809 -4.623 -1.119 -0.62
C -3.184 -3.080 5.417 -1.75
C -4.330 -3.942 4.970 1.63
C -5.676 -3.515 5.688 -1.31
C -6.303 -2.205 5.135 -0.73
C -6.640 -2.429 3.638 -1.00
C -5.370 -2.989 2.721 1.45
N -4.537 -3.984 3.517 0.15
O -3.520 -4.664 2.837 -0.41
C -5.945 -3.595 1.432 -1.87
C -4.437 -1.826 2.324 -1.72
C -4.107 -5.357 5.507 -1.97
H -3.117 -3.253 6.491 0.44
H -3.347 -2.011 5.284 0.33
H -2.252 -3.279 4.888 0.40
H -6.475 -4.256 5.706 0.44
H -5.480 -3.414 6.756 0.53
H -5.662 -1.326 5.196 0.36
H -7.237 -1.895 5.604 0.37
H -6.886 -1.415 3.322 0.38
H -7.502 -3.095 3.624 0.38
H -6.500 -4.526 1.548 0.42
H -6.689 -2.992 0.911 0.40
H -5.198 -3.779 0.660 0.38
H -3.639 -2.103 1.635 0.44
H -4.962 -1.050 1.766 0.43
H -3.907 -1.398 3.175 0.29
H -4.243 -5.588 6.563 0.36
H -3.082 -5.691 5.350 0.39
H -4.754 -6.047 4.965 0.46
H -2.836 -3.998 2.734 0.35
C 4.755 4.107 -5.332 -1.62
C 4.774 3.196 -4.144 1.70
C 6.125 3.307 -3.454 -1.51
C 6.570 4.640 -2.904 -0.60
C 5.518 5.042 -1.923 -1.18
C 4.044 4.927 -2.413 1.40
N 3.811 3.644 -3.054 0.11
O 2.501 3.438 -3.424 -0.40
C 3.160 4.894 -1.064 -1.81
C 3.547 6.173 -3.191 -1.48
C 4.508 1.791 -4.576 -1.91
H 5.396 3.704 -6.116 0.41
H 5.084 5.106 -5.046 0.34
H 3.723 4.171 -5.677 0.38
H 6.092 2.654 -2.581 0.38
H 6.795 2.896 -4.209 0.50
H 6.734 5.340 -3.724 0.32
H 7.573 4.671 -2.478 0.42
H 5.706 6.098 -1.730 0.35
H 5.672 4.471 -1.008 0.41
H 3.260 5.881 -0.612 0.46
H 2.098 4.846 -1.305 0.41
H 3.490 4.181 -0.309 0.34
H 2.986 6.772 -2.474 0.49
H 4.338 6.835 -3.544 0.37
H 2.955 5.846 -4.046 0.19
H 5.304 1.441 -5.234 0.42
H 3.637 1.826 -5.231 0.42
H 4.328 1.102 -3.751 0.35
H 2.447 4.039 -4.171 0.35
```